No. 1
A cluster of 2 separate species, C8H22BrFNOP in total, computed with wB97M-V/def2-TZVPD.

Geometry as ORCA input:
```
! wB97M-V def2-TZVPD RIJCOSX def2/J DEFGRID3
* xyz 0 1
C 0.531 -2.664 -2.061
O -0.300 -1.643 -2.611
C -1.459 -1.401 -1.874
P -2.830 -2.558 -2.384
F -2.493 -2.311 -3.979
Br -3.482 -2.959 -0.198
H 1.347 -2.207 -1.512
H 0.942 -3.261 -2.868
H -0.021 -3.333 -1.408
H -1.280 -1.465 -0.806
H -1.811 -0.400 -2.108
H -4.106 -2.073 -2.633
H -2.609 -3.914 -2.584
C 1.895 1.158 -0.985
C 0.725 1.581 -0.111
N 0.485 0.676 0.998
C -0.798 0.887 1.645
C -1.047 2.232 2.338
C 1.618 0.451 1.879
C 2.272 1.672 2.535
H 1.780 0.125 -1.311
H 1.941 1.790 -1.873
H 2.850 1.253 -0.468
H -0.179 1.592 -0.727
H 0.886 2.620 0.218
H -0.959 0.079 2.364
H -1.568 0.751 0.878
H -0.485 2.323 3.267
H -2.104 2.322 2.592
H -0.792 3.076 1.697
H 2.385 -0.082 1.311
H 1.303 -0.251 2.655
H 2.479 2.463 1.813
H 3.226 1.381 2.979
H 1.660 2.092 3.332
*
```

* HOMO: -8.28 eV
* structure (SMILES): COC[PH2](F)Br.CCN(CC)CC
* electronic energy: -94238.9258 eV

=====

No. 2
A cluster of 4 separate species, C3H11NO6 in total in a non-equilibrium geometry, computed with wB97M-V/def2-TZVPD.

Geometry as ORCA input:
```
! wB97M-V def2-TZVPD RIJCOSX def2/J DEFGRID3
* xyz 0 1
O 2.657 0.901 0.863
C 1.955 0.000 0.472
C 0.874 0.267 -0.526
N 0.362 -0.972 -1.073
C -0.710 -1.578 -0.502
O -1.184 -2.629 -0.834
O -1.359 -0.920 0.455
H 1.887 -0.965 0.937
H 0.060 0.735 0.109
H 1.437 0.931 -1.294
H 0.823 -1.492 -1.772
H -1.959 -1.753 0.966
O 0.117 3.257 0.218
H 0.927 2.679 0.321
H 0.524 4.077 0.669
O -2.746 3.007 -0.143
H -2.662 3.912 0.017
H -2.038 2.766 -0.645
O 0.475 -3.748 0.636
H 0.530 -4.456 1.146
H 0.030 -4.018 -0.022
*
```

* HOMO: -9.90 eV
* structure (SMILES): O=CCNC(=O)O.O.O.O
* energy above the lowest of the compared OMol25 structures with the same formula, charge and spin: 279.4 kJ/mol
* electronic energy: -17062.6092 eV

=====

No. 3
A cluster of 2 separate species, C5H14N2O in total in a non-equilibrium geometry, computed with wB97M-V/def2-TZVPD.

Geometry as ORCA input:
```
! wB97M-V def2-TZVPD RIJCOSX def2/J DEFGRID3
* xyz 0 1
C -1.815 0.478 0.619
C -1.210 1.465 -0.346
O -0.967 2.615 0.033
C -0.867 1.035 -1.769
N -1.614 -0.129 -2.248
H -1.392 0.650 1.613
H -2.897 0.622 0.652
H -1.587 -0.553 0.344
H -1.083 1.878 -2.434
H 0.205 0.825 -1.815
H -1.338 -0.980 -1.764
H -2.616 0.001 -2.118
C 1.120 -1.426 1.759
N 1.560 -1.250 0.383
C 2.498 -0.141 0.270
H 0.303 -2.153 1.792
H 1.934 -1.818 2.377
H 0.757 -0.491 2.198
H 0.764 -1.080 -0.225
H 2.936 -0.136 -0.732
H 3.317 -0.231 0.990
H 1.993 0.819 0.423
*
```

* HOMO: -9.04 eV
* structure (SMILES): CC(=O)CN.CNC
* energy above the lowest of the compared OMol25 structures with the same formula, charge and spin: 200.4 kJ/mol
* electronic energy: -10438.9509 eV

=====

No. 4
A structure of composition C16H31F3O3P2SW in a non-equilibrium geometry, computed with wB97M-V/def2-TZVPD.

Geometry as ORCA input:
```
! wB97M-V def2-TZVPD RIJCOSX def2/J DEFGRID3
* xyz 2 3
P 0.328 -1.990 -2.418
P 0.505 1.556 -2.257
C -0.098 -0.792 -3.729
C 0.644 0.517 -3.779
H -1.187 -0.688 -3.718
H 0.143 -1.372 -4.623
H 1.712 0.387 -3.969
H 0.225 1.168 -4.547
C -1.245 2.058 -2.381
H -1.517 2.744 -1.563
H -1.928 1.192 -2.386
H -1.341 2.593 -3.343
C 1.495 3.003 -2.617
H 1.018 3.524 -3.462
H 2.516 2.702 -2.893
H 1.524 3.663 -1.740
C -0.804 -3.337 -2.746
H -0.831 -4.088 -1.943
H -0.457 -3.800 -3.677
H -1.808 -2.918 -2.904
C 1.983 -2.528 -2.916
H 2.706 -1.694 -2.909
H 1.865 -2.905 -3.946
H 2.353 -3.350 -2.279
W 1.578 -1.427 0.683
C 1.168 1.420 1.657
C -0.151 1.270 1.873
C -1.237 0.842 0.942
C -1.635 -0.676 0.686
C -0.613 -1.800 0.392
C 0.294 -1.871 -0.815
C 1.100 0.020 -0.638
C 1.935 0.802 0.422
C 0.670 -1.358 2.642
H 1.832 1.751 2.460
H -0.505 1.441 2.889
H -1.262 1.437 -0.009
H -2.141 1.153 1.489
H -2.185 -1.029 1.611
H -2.412 -0.632 -0.138
H -1.127 -2.799 0.499
H 1.077 -2.674 -0.472
H -0.015 0.431 -0.669
H 1.815 -0.150 -1.540
H 2.985 0.484 0.831
H 2.219 1.648 -0.287
H 1.490 -1.326 3.405
H 0.300 -2.417 2.651
H -0.148 -0.725 3.062
F -1.111 1.826 7.869
C -1.544 0.939 6.933
F -0.658 -0.088 6.876
F -2.742 0.447 7.345
S -1.683 1.760 5.243
O -2.033 0.640 4.350
O -2.730 2.724 5.470
O -0.330 2.291 5.035
*
```

* HOMO (spin up / spin down): -12.46 / -12.45 eV
* energy above the lowest of the compared OMol25 structures with the same formula, charge and spin: 753.1 kJ/mol
* electronic energy: -62596.4108 eV

=====

No. 5
A cluster of 6 separate species, C40H44FNO3 in total in a non-equilibrium geometry, computed with wB97M-V/def2-TZVPD.

Geometry as ORCA input:
```
! wB97M-V def2-TZVPD RIJCOSX def2/J DEFGRID3
* xyz 0 1
C 1.868 2.314 0.036
C 1.118 1.553 -1.022
F 1.671 1.846 -2.256
C 1.120 0.048 -0.780
C 0.134 -0.290 0.285
C -1.196 -0.182 0.291
C -2.119 0.268 -0.787
C -2.698 1.671 -0.602
C -3.693 1.833 0.549
N -4.728 0.818 0.606
C -1.606 -0.671 1.661
O -2.618 -0.477 2.291
O -0.550 -1.408 2.169
C 0.591 -0.857 1.588
O 1.689 -0.847 2.082
H 1.907 3.353 -0.269
H 1.361 2.273 0.991
H 2.880 1.947 0.145
H 0.091 1.893 -1.036
H 0.909 -0.502 -1.691
H 2.123 -0.221 -0.469
H -1.548 0.258 -1.709
H -2.911 -0.465 -0.876
H -1.923 2.421 -0.524
H -3.237 1.912 -1.516
H -4.188 2.788 0.385
H -3.161 1.932 1.488
H -4.628 0.209 1.396
H -4.811 0.293 -0.246
C 3.856 -2.609 -5.880
C 3.212 -1.464 -6.328
C 2.923 -0.437 -5.441
C 3.276 -0.556 -4.103
C 3.914 -1.704 -3.654
C 4.205 -2.730 -4.542
H 4.086 -3.408 -6.573
H 2.936 -1.372 -7.371
H 2.423 0.457 -5.790
H 3.053 0.248 -3.412
H 4.187 -1.798 -2.610
H 4.704 -3.625 -4.192
C -7.330 6.344 -1.554
C -6.453 5.822 -2.495
C -5.174 5.441 -2.114
C -4.773 5.584 -0.793
C -5.647 6.112 0.146
C -6.927 6.490 -0.235
H -8.330 6.636 -1.850
H -6.766 5.713 -3.525
H -4.491 5.032 -2.847
H -3.776 5.285 -0.496
H -5.332 6.226 1.175
H -7.610 6.899 0.498
C 9.137 1.296 -3.540
C 9.682 0.021 -3.485
C 8.868 -1.089 -3.659
C 7.508 -0.926 -3.884
C 6.961 0.349 -3.932
C 7.776 1.460 -3.761
H 9.772 2.163 -3.409
H 10.742 -0.107 -3.307
H 9.294 -2.083 -3.619
H 6.873 -1.790 -4.023
H 5.900 0.476 -4.103
H 7.351 2.454 -3.800
C -3.486 -1.386 5.194
C -4.627 -0.809 4.654
C -5.756 -0.631 5.443
C -5.746 -1.032 6.771
C -4.608 -1.616 7.310
C -3.479 -1.791 6.522
H -2.605 -1.519 4.583
H -4.636 -0.498 3.621
H -6.644 -0.178 5.021
H -6.625 -0.891 7.386
H -4.601 -1.933 8.345
H -2.591 -2.245 6.943
C 0.706 -6.617 4.024
C 2.062 -6.331 3.953
C 2.483 -5.045 3.644
C 1.549 -4.046 3.400
C 0.192 -4.334 3.462
C -0.227 -5.620 3.778
H 0.376 -7.618 4.272
H 2.790 -7.109 4.141
H 3.540 -4.820 3.593
H 1.882 -3.046 3.165
H -0.538 -3.563 3.272
H -1.284 -5.845 3.831
*
```

* HOMO: -9.14 eV
* structure (SMILES): C[C@@H](F)CC1=C(CCCN)C(=O)OC1=O.c1ccccc1.c1ccccc1.c1ccccc1.c1ccccc1.c1ccccc1
* electronic energy: -52543.6890 eV

=====

No. 6
The molecule C4H5NS in a non-equilibrium geometry, computed with wB97M-V/def2-TZVPD.

Geometry as ORCA input:
```
! wB97M-V def2-TZVPD RIJCOSX def2/J DEFGRID3
* xyz 0 1
C 0.750 1.744 0.733
C 0.265 0.606 0.310
C 0.622 -0.523 -0.591
N -0.460 -1.495 -0.857
C -1.518 -1.359 -0.183
S -1.691 -0.016 0.901
H 0.214 2.362 1.358
H 1.682 2.057 0.429
H 0.917 -0.326 -1.568
H 1.513 -1.058 -0.306
H -2.295 -1.994 -0.225
*
```

* HOMO: -8.71 eV
* structure (SMILES): C=C1CN=CS1
* energy above the lowest of the compared OMol25 structures with the same formula, charge and spin: 195.3 kJ/mol
* electronic energy: -16552.0409 eV

=====

No. 7
A cluster of 9 separate species, C26H69O10P in total in a non-equilibrium geometry, computed with wB97M-V/def2-TZVPD.

Geometry as ORCA input:
```
! wB97M-V def2-TZVPD RIJCOSX def2/J DEFGRID3
* xyz 0 1
C 3.021 -3.327 -0.006
C 2.647 -2.645 -0.920
C 2.373 -1.902 -2.144
P 2.635 -0.057 -1.943
C 4.530 -0.260 -1.742
C 5.113 0.473 -0.511
C 4.654 -0.103 0.842
O 0.951 0.156 -2.308
C 0.424 1.401 -1.931
C -0.971 1.151 -1.233
O -1.464 -0.117 -1.628
C -1.391 -1.073 -0.590
C -1.404 -2.511 -1.162
H 3.368 -3.942 0.803
H 1.325 -2.088 -2.383
H 2.923 -2.290 -2.998
H 2.492 0.464 -0.640
H 2.921 0.804 -3.045
H 4.993 0.217 -2.616
H 4.865 -1.300 -1.763
H 4.973 1.555 -0.566
H 6.199 0.323 -0.563
H 4.569 -1.188 0.847
H 5.357 0.198 1.622
H 3.704 0.370 1.094
H 0.211 1.981 -2.838
H 1.061 1.959 -1.234
H -1.712 1.880 -1.577
H -0.871 1.208 -0.148
H -0.488 -0.979 0.021
H -2.270 -0.959 0.056
H -0.560 -3.065 -0.742
H -2.308 -3.015 -0.824
H -1.314 -2.524 -2.247
C -5.048 3.467 0.576
C -3.607 3.143 0.894
O -3.397 1.733 0.874
H -5.723 3.000 1.298
H -5.223 4.543 0.583
H -5.301 3.070 -0.406
H -3.328 3.507 1.884
H -2.943 3.608 0.156
H -3.635 1.431 -0.009
C 3.372 -0.108 4.736
C 4.273 1.112 4.713
O 3.915 1.988 3.647
H 3.438 -0.649 3.789
H 3.650 -0.784 5.547
H 2.330 0.188 4.868
H 5.312 0.820 4.559
H 4.205 1.660 5.659
H 3.002 2.256 3.787
C -5.728 2.830 -4.575
C -5.011 3.602 -3.492
O -4.752 2.754 -2.377
H -6.672 2.425 -4.206
H -5.934 3.462 -5.441
H -5.119 1.985 -4.891
H -5.616 4.439 -3.142
H -4.061 3.996 -3.865
H -4.210 2.026 -2.704
C -1.789 -0.644 -5.379
C -2.174 0.766 -5.786
O -2.843 1.438 -4.718
H -2.675 -1.212 -5.093
H -1.286 -1.163 -6.196
H -1.123 -0.628 -4.512
H -2.855 0.749 -6.636
H -1.287 1.343 -6.067
H -2.235 1.460 -3.971
C 5.016 -5.684 -4.549
C 4.326 -4.700 -3.622
O 3.004 -4.410 -4.075
H 5.062 -5.285 -5.562
H 6.030 -5.898 -4.208
H 4.459 -6.624 -4.597
H 4.872 -3.758 -3.592
H 4.272 -5.099 -2.604
H 2.513 -5.237 -4.093
C -9.168 5.357 2.420
C -7.753 5.885 2.563
O -7.122 6.010 1.292
H -9.163 4.386 1.923
H -9.648 5.251 3.394
H -9.772 6.030 1.806
H -7.149 5.201 3.158
H -7.755 6.862 3.057
H -7.645 6.621 0.765
C 6.022 -6.850 2.284
C 5.439 -5.733 3.130
O 4.140 -5.366 2.668
H 6.085 -6.542 1.240
H 7.019 -7.124 2.631
H 5.384 -7.736 2.322
H 6.066 -4.845 3.074
H 5.368 -6.041 4.178
H 3.578 -6.144 2.725
C -1.179 0.260 7.212
C 0.172 0.930 7.376
O 0.767 1.197 6.107
H -1.077 -0.673 6.658
H -1.630 0.046 8.183
H -1.861 0.899 6.645
H 0.855 0.282 7.923
H 0.072 1.871 7.926
H 0.172 1.778 5.623
*
```

* HOMO: -8.66 eV
* structure (SMILES): C#CC[PH2](CCC)OCCOCC.CCO.CCO.CCO.CCO.CCO.CCO.CCO.CCO
* electronic energy: -57838.6292 eV

=====

No. 8
A cluster of 2 separate species, C3H10NO2 in total in a non-equilibrium geometry, computed with wB97M-V/def2-TZVPD.

Geometry as ORCA input:
```
! wB97M-V def2-TZVPD RIJCOSX def2/J DEFGRID3
* xyz -1 1
C -0.507 -0.362 0.327
O -1.634 -0.648 -0.381
C 0.092 1.063 0.064
C 1.466 1.050 0.715
N 0.286 1.536 -1.315
H 0.295 -1.093 0.057
H -0.520 -0.405 1.437
H -0.648 1.757 0.459
H 2.316 0.833 0.073
H 1.592 2.063 1.157
H 1.595 0.393 1.580
H 0.088 0.895 -2.075
H -0.214 2.377 -1.553
H -1.451 -2.404 -0.415
H -1.286 -3.658 0.383
O -1.469 -3.397 -0.514
*
```

* HOMO: -2.99 eV
* energy above the lowest of the compared OMol25 structures with the same formula, charge and spin: 70.6 kJ/mol
* electronic energy: -8858.0618 eV

=====

No. 9
A structure of composition C32H23N2O3Pd, computed with wB97M-V/def2-TZVPD.

Geometry as ORCA input:
```
! wB97M-V def2-TZVPD RIJCOSX def2/J DEFGRID3
* xyz -1 1
Pd -0.286 -1.702 -0.730
C 3.732 -1.326 -2.011
C 4.489 -1.273 -0.853
C 3.861 -1.476 0.361
C 2.499 -1.739 0.396
N 1.773 -1.787 -0.729
C 2.377 -1.568 -1.902
C 1.788 -1.920 1.685
C 2.089 -1.117 2.777
C 1.372 -1.301 3.947
C 0.392 -2.279 3.985
C 0.170 -3.034 2.841
N 0.850 -2.866 1.715
H 4.168 -1.144 -2.982
H 5.548 -1.056 -0.894
H 4.415 -1.437 1.288
H 1.732 -1.556 -2.768
H 2.818 -0.323 2.685
H 1.560 -0.672 4.808
H -0.200 -2.448 4.875
H -0.593 -3.804 2.820
O -4.817 -1.631 0.399
C -4.918 -2.913 -0.027
C -6.134 -3.592 0.038
C -6.233 -4.909 -0.373
C -5.112 -5.577 -0.847
C -3.904 -4.903 -0.904
C -3.784 -3.573 -0.512
C -2.435 -2.932 -0.643
O -1.416 -3.663 -0.732
O -2.335 -1.670 -0.687
H -5.686 -1.325 0.678
H -7.007 -3.072 0.419
H -7.189 -5.414 -0.318
H -5.181 -6.608 -1.167
H -3.006 -5.391 -1.259
C 0.112 0.169 -0.713
C 0.352 1.364 -0.680
C 0.717 2.735 -0.670
C -0.251 3.699 -1.142
C 0.074 4.996 -1.605
C -0.892 5.868 -2.080
C -2.232 5.504 -2.133
C -2.574 4.220 -1.715
C -1.619 3.343 -1.240
C 2.023 3.040 -0.147
C 2.995 2.016 0.010
C 4.244 2.253 0.550
C 4.619 3.522 0.985
C 3.677 4.542 0.870
C 2.425 4.317 0.328
H 1.109 5.304 -1.640
H -0.586 6.849 -2.431
H -2.984 6.191 -2.502
H -3.610 3.898 -1.761
H -1.907 2.346 -0.931
H 2.729 1.019 -0.316
H 4.948 1.428 0.632
H 5.599 3.707 1.406
H 3.919 5.538 1.228
H 1.715 5.132 0.318
*
```

* HOMO: -1.88 eV
* energy above the lowest of the compared OMol25 structures with the same formula, charge and spin: 0.0 kJ/mol
* electronic energy: -46159.3257 eV